This record from the Open Molecules 2025 dataset describes C20H23NO4 in the gas phase. The level of theory is the ωB97M-V functional and the def2-TZVPD basis.

HOMO-LUMO gap in eV: 8.6
LUMO in eV: 0.55
Relative energy (zero: lowest compared OMol25 entry of this formula, charge and spin) in eV: 3.264
SMILES string: COc1cc(C(C)=O)ccc1OCC(=O)c1cc(C)n(C2CC2)c1C
Net charge: 0

XYZ file:
```
48
Properties=species:S:1:pos:R:3:forces:R:3
H 5.37290 2.14188 -2.22384 0.06 -0.07 -0.05
C -3.28456 -3.42926 -1.22823 0.23 -0.37 -0.23
H 2.00804 -1.55143 2.15819 0.01 -0.12 0.25
H -3.80195 -4.09624 -1.91836 0.05 0.04 0.03
C -2.68891 -1.09425 0.45537 -0.33 0.13 0.01
H 5.47835 -0.15683 -1.23247 0.00 0.15 0.02
C 2.35564 -1.04612 1.27988 0.13 0.08 -0.10
C -3.39843 1.19367 0.81555 -0.27 0.04 -0.07
C 2.18679 0.37083 -2.14849 0.00 -0.03 -0.13
H 3.87768 2.50208 -1.27228 -0.11 -0.02 0.06
O -0.37585 -0.81687 -1.18650 0.00 -0.09 0.08
C -4.86051 -0.35308 -0.27251 0.16 0.02 0.07
H 3.06473 0.26455 -2.78180 0.04 0.04 -0.07
C -3.91385 -1.36132 -0.19244 0.09 0.17 0.03
C -0.48653 -1.86756 0.95695 -0.13 0.08 -0.17
C 4.80710 -0.67055 1.97396 -0.03 0.11 -0.06
H -6.28306 3.95958 0.40571 -0.01 -0.03 -0.01
C 3.61985 -0.58047 1.08257 -0.06 -0.26 0.47
H 4.60631 -1.38905 2.76391 0.02 -0.04 0.04
H 5.08320 2.10007 0.86007 -0.12 -0.03 0.06
C 0.21924 -1.08799 -0.16145 -0.23 -0.16 0.05
C 4.80603 1.95671 -1.32481 -0.01 0.02 -0.01
H -0.38578 -1.33922 1.91328 0.02 -0.06 -0.07
C -5.41594 3.32855 0.58335 -0.30 -0.01 -0.12
H -5.80300 -0.56824 -0.75173 -0.08 -0.04 -0.05
H -3.16265 2.17246 1.20122 0.01 0.11 0.03
C -5.71386 1.92770 0.09624 -0.08 0.39 0.08
H 1.88228 1.41780 -2.14940 -0.01 0.08 -0.07
H 5.68559 -0.99480 1.41874 0.11 -0.04 0.05
H -2.50439 -2.88409 -1.76383 -0.02 -0.01 0.03
O -6.79253 1.64653 -0.38038 0.04 -0.01 0.00
H -2.83086 -4.01619 -0.42592 -0.05 0.06 -0.13
O -1.82943 -2.13663 0.64710 -0.17 0.04 -0.05
H 6.61241 1.73180 -0.03443 0.07 -0.06 -0.05
H -0.01403 -2.84971 1.05245 0.02 0.14 0.06
O -4.27939 -2.55542 -0.73491 -0.13 0.18 0.35
C 5.53383 1.71538 -0.04112 0.03 0.01 0.03
H -1.50744 0.43028 1.39012 0.09 -0.01 0.04
H 5.03605 0.28898 2.43718 0.10 0.03 0.05
H -5.19525 3.31421 1.64824 0.09 0.04 0.10
C 1.59743 -0.74990 0.10974 0.63 0.38 -0.34
C 2.46117 -0.10287 -0.77052 -0.63 -0.21 -0.04
H 1.36138 -0.20504 -2.55897 0.05 0.05 -0.02
N 3.67111 0.00662 -0.16550 -0.26 0.09 0.16
C 4.84522 0.57605 -0.73764 0.40 0.01 -0.25
H -4.55845 3.73517 0.05252 0.12 0.06 0.02
C -4.63361 0.92675 0.23100 0.28 -0.60 -0.09
C -2.45209 0.19548 0.92419 0.16 -0.25 0.03
```
Positions in Å, forces in eV/Å.

This record from the Open Molecules 2025 dataset describes 2 unconnected molecules or ions with the total composition C2H9NS. The level of theory is the ωB97M-V functional and the def2-TZVPD basis.

HOMO-LUMO gap in eV: 9.3
LUMO in eV: 0.81
Relative energy (zero: lowest compared OMol25 entry of this formula, charge and spin) in eV: 0.315
SMILES string: CSC.N
Net charge: 0

XYZ file:
```
13
Properties=species:S:1:pos:R:3:forces:R:3
C -0.10611 1.89198 0.87706 -0.37 0.46 -0.58
H 0.66923 -0.46541 -1.34412 -0.01 0.12 -0.43
H -1.88244 -4.31748 0.47518 0.09 0.31 -0.16
H -0.99512 1.48126 0.39557 0.16 -0.36 0.17
H -0.11654 1.65890 1.93044 0.03 -0.09 0.24
H -0.20417 2.96834 0.73268 0.22 0.05 0.18
N -2.88707 -4.23454 0.42651 -0.47 -0.76 0.03
H -3.22515 -5.08368 -0.02856 0.08 0.29 0.20
H -3.18178 -3.46090 -0.14961 0.31 0.16 -0.07
H 1.29702 0.91844 -2.33589 0.63 -0.17 0.08
S 1.40672 1.27096 0.10418 -0.05 0.09 -0.27
H -0.23952 1.03266 -1.65902 -0.38 0.01 0.28
C 0.73880 0.61750 -1.45927 -0.22 -0.12 0.31
```
Positions in Å, forces in eV/Å.

Total energy for every record listed, in sequence, given in Eh: -1131.5822 -534.5181.